DFT (ωB97M-V/def2-TZVPD) results for a gas-phase ion, C3H10NO2 (charge +1) at a distorted geometry.

Summary:
**HOMO energy**: -15.40 eV
**Charge**: +1
**SMILES string**: C[NH2+]CC(O)O
**Molar mass**: 92.118 g/mol
**E**: -8850.5826 eV
**ΔE to the lowest compared entry with this formula, charge and spin**: 169.6 kJ/mol
**Max |F|**: 6.0 eV/Å

```
16
C3H10NO2 (ωB97M-V/def2-TZVPD)
C -2.07551 -0.79233 0.62390
N -0.96423 0.10646 0.05882
C 0.35253 -0.16399 0.74155
C 1.51627 0.39196 -0.31305
O 1.26662 -0.39549 -1.47631
O 1.28185 1.74889 -0.59732
H -2.48009 -0.49148 1.55650
H -2.85868 -0.86204 -0.04965
H -1.60761 -1.87513 0.66553
H -0.79826 -0.12786 -1.05648
H -1.18198 1.03212 0.11728
H 0.41226 0.51109 1.56443
H 0.47876 -1.17110 1.02609
H 2.46260 0.23515 0.17146
H 2.15025 -0.37695 -1.98757
H 2.04523 2.23070 -1.04518
```

---

DFT (ωB97M-V/def2-TZVPD) results for 2 unconnected molecules or ions with the total composition C3H10NO2P at a distorted geometry.

Summary:
**HOMO energy (spin up / spin down)**: -9.46 / -6.73 eV
**Molar mass**: 123.092 g/mol
**E**: -18142.5060 eV
**ΔE to the lowest compared entry with this formula, charge and spin**: 712.8 kJ/mol
**Max |F|**: 4.2 eV/Å

```
17
C3H10NO2P (ωB97M-V/def2-TZVPD)
C 3.08652 0.30132 1.20499
C -2.70013 0.96533 0.78971
C 0.09358 -1.98484 -0.21667
N -1.35775 0.32424 -1.80859
O 2.34421 -0.42828 0.32626
O -1.68598 0.03926 0.77188
P -0.72599 -0.30898 -0.51827
H 3.32766 -0.21181 2.17355
H 2.54517 1.27227 1.39150
H 4.05085 0.60785 0.67491
H -3.53956 0.29617 0.53455
H -2.59703 1.75854 0.00995
H -2.93322 1.31154 1.74288
H 0.37558 -2.29568 -1.23922
H 0.93271 -1.68974 0.43093
H -0.66803 -2.52771 0.21202
H -0.76597 -0.01787 -2.55380
```

---

DFT (ωB97M-V/def2-TZVPD) results for C3H10NO2P in the gas phase at a distorted geometry.

Summary:
**HOMO energy**: -9.55 eV
**SMILES string**: CP(C)(=O)CON
**Molar mass**: 123.092 g/mol
**E**: -18144.3284 eV
**ΔE to the lowest compared entry with this formula, charge and spin**: 537.0 kJ/mol
**Max |F|**: 6.2 eV/Å

```
17
C3H10NO2P (ωB97M-V/def2-TZVPD)
C 0.00016 -0.96758 1.94071
P 0.35395 -0.82909 0.07701
C 2.13659 -0.24425 0.25951
O 0.23300 -2.09251 -0.59132
C -0.53714 0.87846 -0.57474
O -0.95095 0.52452 -1.84602
N -2.25789 0.93349 -2.31460
H -1.12445 -1.05575 2.26585
H 0.65742 -1.90552 2.10718
H 0.41905 -0.16761 2.48556
H 2.52436 -1.21811 0.10356
H 2.29530 0.52650 -0.54204
H 2.29877 0.18637 1.19506
H 0.25000 1.70688 -0.63979
H -1.24645 1.00250 0.27787
H -2.85591 0.88958 -1.51771
H -2.19582 1.83212 -2.68607
```

---

DFT (ωB97M-V/def2-TZVPD) results for C3H10NO2P in the gas phase at a distorted geometry.

Summary:
**HOMO energy**: -9.40 eV
**SMILES string**: CN[P@](C)(=O)OC
**Molar mass**: 123.092 g/mol
**E**: -18147.4506 eV
**ΔE to the lowest compared entry with this formula, charge and spin**: 235.7 kJ/mol
**Max |F|**: 7.5 eV/Å

```
17
C3H10NO2P (ωB97M-V/def2-TZVPD)
C -1.87312 -0.19534 1.64908
N -0.81415 0.45249 0.86299
P 0.13266 -0.24770 -0.23203
C -0.24488 0.44921 -1.87235
O 0.16655 -1.92456 -0.06294
O 1.60890 0.35915 -0.02195
C 2.68404 -0.29763 0.71587
H -2.80588 0.45519 1.71538
H -2.21754 -1.17083 1.33753
H -1.50746 -0.42466 2.67187
H -0.80654 1.46594 0.84727
H 0.10998 1.52216 -1.86894
H 0.33562 -0.20299 -2.58151
H -1.24426 0.66459 -2.04108
H 2.81690 -1.25128 0.32871
H 2.40573 -0.24336 1.77676
H 3.53088 0.38778 0.64395
```

---

- Among the records above, which one has the lowest molar mass?
  C3H10NO2

---

- Number 3 is which compound?
  C3H10NO2P

---

- What is the molar mass in the fourth record?
  123.092 g/mol

---

- Which of these has the highest max |F|?
  number 4